[1]
DFT (ωB97M-V with the def2-TZVPD basis set) results for an isolated molecule of C5H10N2O.

```
18
Properties=species:S:1:pos:R:3:forces:R:3
C -0.040729 -2.608904 -0.060785 0.43 -0.33 3.14
C -0.183189 -1.656962 -0.933163 -0.93 0.58 -1.70
C -0.141432 -0.200046 -0.762621 -0.92 -0.64 -2.50
N -0.551463 0.501660 -1.784664 0.89 -3.48 -0.29
O -0.391839 1.784154 -1.618620 1.01 1.70 4.20
N 0.132924 0.258418 0.483012 4.11 0.50 1.11
C 1.418783 0.942176 0.679337 0.89 0.69 -1.70
C -0.962551 0.681543 1.225608 -1.03 3.70 -0.08
H 0.351836 -2.363765 0.948408 -0.46 -0.26 -0.55
H -0.470207 -3.594214 -0.196132 0.66 -0.12 -0.37
H -0.498185 -2.027543 -1.877929 -0.52 0.31 -1.02
H -0.575382 2.268090 -2.365903 -0.97 1.00 -3.00
H 2.259407 0.411677 0.154549 -1.05 0.29 -0.04
H 1.498525 2.049513 0.331730 -0.54 -1.64 0.57
H 1.765048 0.863838 1.685144 -0.31 0.18 1.09
H -1.215078 1.786397 0.848371 -0.52 -1.99 0.48
H -1.744826 -0.066307 0.978160 -0.11 0.87 1.16
H -0.651643 0.970274 2.265496 -0.63 -1.35 -0.51
```
Positions in Å, forces in eV/Å.

## Properties
LUMO in eV: 0.789
Calculated total energy in hartree: -381.11984
Strongest force on any atom in eV Å⁻¹: 4.647
2S+1: 1
Charge: 0
Energy above the lowest of the compared OMol25 structures with the same formula, charge and spin in kJ/mol: 434.8

---

[2]
DFT (ωB97M-V with the def2-TZVPD basis set) results for a cluster of 4 separate species, C2H13NO3 in total.

```
19
Properties=species:S:1:pos:R:3:forces:R:3
C -2.841145 0.374142 -0.370313 0.24 0.06 0.32
C -1.720106 0.351484 0.654218 0.49 -0.13 -0.23
N -0.563124 -0.409508 0.144091 -0.39 -0.02 -0.05
H -3.189217 -0.637134 -0.577392 -0.13 -0.05 0.03
H -3.663460 0.969561 0.022808 -0.15 -0.03 -0.18
H -2.488270 0.798499 -1.308638 -0.04 0.10 -0.04
H -1.359625 1.360882 0.853984 -0.12 0.10 0.02
H -2.063761 -0.061016 1.605877 -0.17 0.01 0.03
H 0.136198 -0.500386 0.875236 0.16 -0.05 0.09
H -0.870613 -1.351029 -0.072710 0.04 -0.10 0.00
O 1.853912 -0.845708 1.884489 -0.19 -0.02 0.15
H 2.212131 -0.392755 2.650340 0.00 0.02 0.10
H 2.428743 -0.580836 1.144164 0.24 -0.06 -0.16
O 1.121306 0.395471 -1.892597 -0.15 -0.24 0.03
H 0.408233 0.120876 -1.248369 0.09 0.20 -0.04
H 0.850833 1.238504 -2.263710 0.04 0.03 0.03
O 3.323392 -0.123623 -0.326651 -0.55 0.17 -0.30
H 3.854555 -0.733929 -0.829188 0.54 -0.41 -0.01
H 2.570020 0.026507 -0.945639 0.04 0.42 0.21
```
Positions in Å, forces in eV/Å.

## Properties
LUMO in eV: 0.943
Calculated total energy in hartree: -364.48755
Strongest force on any atom in eV Å⁻¹: 0.683
2S+1: 1
Charge: 0
Energy above the lowest of the compared OMol25 structures with the same formula, charge and spin in kJ/mol: 0.0